No. 1
ORCA calculation (ωB97M-V/def2-TZVPD) on C16H23NO4 in the gas phase.

Its HOMO-LUMO gap is 0.340 Eh. The calculation puts the LUMO energy at 0.56 eV. Its energy above the lowest of the compared OMol25 structures with the same formula, charge and spin is 220.85 kJ/mol. The highest occupied orbital energy comes out at -8.70 eV. The value obtained for the electronic energy is -26644.5112 eV.

Structure (ORCA input):
```
! RIJCOSX wB97M-V def2-TZVPD def2/J DEFGRID3
* xyz 0 1
C 6.03 0.07 -0.55
C 5.57 1.48 -0.93
C 4.22 1.78 -0.30
O 4.11 2.57 0.61
C 3.04 1.04 -0.81
C 3.02 0.35 -2.03
C 1.88 -0.31 -2.43
C 0.73 -0.30 -1.65
C 0.74 0.39 -0.43
C 1.88 1.05 -0.04
H 1.90 1.58 0.90
H -0.12 0.39 0.21
O -0.33 -0.98 -2.16
C -1.59 -0.93 -1.53
C -1.81 -2.10 -0.55
O -0.73 -2.25 0.34
H 0.08 -2.36 -0.17
C -3.10 -1.87 0.24
N -3.16 -0.55 0.83
C -4.51 -0.06 1.02
C -4.44 1.39 1.51
H -5.44 1.78 1.71
O -3.72 1.50 2.71
C -2.42 0.99 2.56
C -2.44 -0.47 2.10
H -1.43 -0.84 1.96
H -2.94 -1.08 2.87
H -1.94 1.08 3.53
H -1.87 1.60 1.82
H -3.96 2.01 0.73
H -5.04 -0.09 0.06
H -5.07 -0.66 1.76
H -3.94 -1.98 -0.45
H -3.18 -2.67 1.00
H -1.92 -3.03 -1.13
H -1.75 0.02 -1.01
H -2.33 -1.01 -2.34
H 1.85 -0.84 -3.37
H 3.89 0.33 -2.67
H 5.51 1.58 -2.01
H 6.28 2.21 -0.55
H 5.33 -0.68 -0.91
H 6.11 -0.02 0.53
H 7.01 -0.13 -0.99
*
```

No. 2
ORCA calculation (ωB97M-V/def2-TZVPD) on C5H10O in the gas phase.

Its HOMO-LUMO gap is 0.339 Eh. The calculation puts the LUMO energy at 0.85 eV. Its energy above the lowest of the compared OMol25 structures with the same formula, charge and spin is 245.42 kJ/mol. The highest occupied orbital energy comes out at -8.38 eV. The value obtained for the electronic energy is -7392.2217 eV.

Structure (ORCA input):
```
! RIJCOSX wB97M-V def2-TZVPD def2/J DEFGRID3
* xyz 0 1
C -1.75 -0.98 -0.75
C -0.99 -0.03 0.18
C 0.42 0.40 -0.31
C 1.01 1.47 0.61
C 1.20 -0.90 -0.46
O 2.07 -0.94 0.54
H -1.21 -1.93 -0.88
H -2.74 -1.20 -0.34
H -1.88 -0.54 -1.75
H -1.58 0.89 0.32
H -0.89 -0.48 1.17
H 0.30 0.80 -1.33
H 1.09 1.11 1.64
H 2.02 1.75 0.28
H 0.39 2.37 0.61
H 2.54 -1.79 0.48
*
```